C6H6N | ωB97M-V/def2-TZVPD

Each line ends with the Löwdin charge.
Positions of all 13 atoms, in Å:
C  1.649  -0.214  -1.028  0.07
C  2.538  -0.295  -1.927  0.14
C  -1.408  -0.282  1.235  -0.03
C  0.592  -0.216  -0.178  -0.01
C  -2.096  1.056  1.123  0.00
C  -0.542  0.454  0.209  -0.11
N  -1.431  1.595  0.182  0.20
H  3.549  -0.322  -1.848  0.07
H  2.119  -0.502  -2.955  0.16
H  -0.909  -0.456  2.108  0.10
H  -1.803  -1.148  0.868  0.11
H  0.376  -1.263  0.344  0.18
H  -2.633  1.593  1.868  0.14

E_HOMO   -15.52 eV
Energy above the lowest of the compared OMol25 structures with the same formula, charge and spin   79.03 kcal/mol
Total charge   +1
LUMO level   -6.692 eV